A 3-piece molecular cluster, C16H21N3O5S overall. Source: the Open Molecules 2025 dataset; level of theory: wB97M-V/def2-TZVPD.

Last column: natural (NBO) charge in e.
CARTESIAN COORDINATES (ANGSTROEM)
C 2.02 -1.46 2.67  -0.28
O 1.79 -1.84 1.30  -0.57
C 0.44 -2.27 1.07  -0.08
C -0.46 -1.12 0.40  -0.44
C -0.74 0.09 1.41  -0.45
C -2.31 0.31 1.72  -0.10
O -2.71 -0.19 3.03  -0.68
S -3.10 -1.80 3.06  1.69
O -1.95 -2.46 3.72  -0.91
O -3.14 -2.44 1.49  -0.55
N -4.10 -3.45 1.38  -0.33
C -3.67 -4.52 1.97  0.85
O -3.30 -5.23 2.81  -0.39
H 3.07 -1.68 3.00  0.19
H 1.89 -0.33 2.74  0.17
H 1.29 -1.91 3.41  0.20
H -0.07 -2.72 1.97  0.19
H 0.50 -3.10 0.30  0.18
H 0.18 -0.74 -0.46  0.23
H -1.40 -1.52 -0.06  0.22
H -0.21 0.02 2.40  0.22
H -0.41 1.03 0.89  0.23
H -2.97 -0.01 0.86  0.20
H -2.42 1.45 1.78  0.20
N 2.93 1.72 0.01  -0.44
C 3.15 2.45 -1.09  0.02
C 3.50 1.90 -2.32  -0.27
C 3.62 0.52 -2.41  -0.17
C 3.40 -0.25 -1.28  -0.25
C 3.06 0.39 -0.10  0.04
H 3.05 3.52 -0.97  0.19
H 3.66 2.53 -3.18  0.22
H 3.89 0.05 -3.35  0.21
H 3.49 -1.33 -1.31  0.22
H 2.87 -0.17 0.80  0.22
N -1.06 1.13 -1.38  -0.44
C -1.94 0.91 -2.37  0.04
C -2.22 1.82 -3.37  -0.26
C -1.56 3.04 -3.35  -0.17
C -0.65 3.30 -2.33  -0.25
C -0.44 2.31 -1.38  0.03
H -2.43 -0.06 -2.34  0.19
H -2.93 1.59 -4.15  0.22
H -1.75 3.78 -4.11  0.22
H -0.12 4.24 -2.28  0.22
H 0.26 2.47 -0.57  0.20

Calculated values
spin multiplicity = 1
largest force on an atom = 3.5 eV Å⁻¹
total charge = 0
HOMO energy = -9.2627 eV

***

One molecule with the formula C16H21NO4. Source: the Open Molecules 2025 dataset; level of theory: wB97M-V/def2-TZVPD.

Last column: natural (NBO) charge in e.
CARTESIAN COORDINATES (ANGSTROEM)
C -2.49 -2.60 -1.89  -0.49
C -1.72 -1.51 -1.17  -0.45
C -2.85 -0.76 -0.61  0.00
C -3.71 -1.18 0.55  -0.42
C -2.84 -1.87 1.82  -0.40
C -1.82 -0.88 2.22  -0.40
C -2.05 0.37 1.59  -0.20
N -2.23 0.46 0.20  -0.45
C -1.87 1.41 -0.50  0.64
O -2.08 1.57 -1.98  -0.78
C -0.99 2.70 -0.17  -0.15
O 0.20 2.20 0.70  -0.48
C 1.01 1.58 0.18  0.39
C 1.02 1.13 -1.29  -0.28
C 2.11 -0.04 -1.77  -0.12
C 3.00 -0.29 -0.71  0.12
C 2.92 -0.03 0.47  0.26
C 1.92 0.82 1.21  -0.29
O 3.88 -0.73 1.36  -0.52
C 4.71 -1.33 0.25  0.28
O 3.98 -1.22 -0.83  -0.48
H -3.38 -2.05 -2.58  0.20
H -2.97 -3.40 -1.18  0.19
H -1.93 -3.07 -2.32  0.14
H -1.12 -0.78 -1.87  0.27
H -1.13 -1.97 -0.47  0.22
H -3.56 -0.12 -1.21  0.28
H -4.31 -2.13 0.01  0.22
H -4.42 -0.54 1.00  0.23
H -2.47 -2.92 1.46  0.22
H -3.55 -2.06 2.62  0.22
H -0.76 -0.96 1.69  0.21
H -1.57 -0.80 3.01  0.18
H -2.97 1.06 2.00  0.18
H -1.28 1.26 2.17  0.25
H -0.60 3.46 -1.16  0.28
H -1.46 3.31 0.58  0.21
H 0.36 1.50 -1.72  0.13
H 2.12 -0.02 -2.64  0.16
H 1.98 0.97 2.17  0.20
H 4.53 -2.51 0.51  0.13
H 5.54 -1.02 0.43  0.13

Calculated values
spin multiplicity = 1
largest force on an atom = 19.6 eV Å⁻¹
total charge = 0
HOMO energy = -7.5121 eV
SMILES = CC[C@H]1CCCCN1C(=O)COc1ccc2c(c1)OCO2

***

One molecule with the formula C16H21NO5S. Source: the Open Molecules 2025 dataset; level of theory: wB97M-V/def2-TZVPD.

Last column: natural (NBO) charge in e.
CARTESIAN COORDINATES (ANGSTROEM)
C -0.82 -4.10 -0.70  -0.26
O -1.33 -2.78 -0.58  -0.50
C -0.45 -1.79 -0.75  0.80
O 0.73 -2.03 -0.99  -0.66
C -0.98 -0.44 -0.61  -0.28
C -0.12 0.64 -0.74  0.06
N 1.22 0.56 -1.00  -0.63
C 2.00 1.67 -1.09  0.69
O 1.54 2.78 -0.97  -0.60
C 3.47 1.37 -1.34  -0.49
C 4.11 0.80 -0.07  -0.38
C 5.59 0.52 -0.28  -0.51
C 6.23 -0.08 0.95  0.80
O 5.67 -0.41 1.95  -0.59
O 7.56 -0.22 0.79  -0.69
S -0.89 2.15 -0.54  0.52
C -2.42 1.35 -0.28  -0.21
C -2.32 -0.01 -0.34  -0.01
C -3.52 -0.87 -0.12  -0.44
C -4.09 -0.72 1.30  -0.38
C -4.96 0.52 1.48  -0.39
C -4.21 1.85 1.41  -0.39
C -3.64 2.15 0.02  -0.44
H -0.03 -4.27 0.03  0.20
H -1.65 -4.77 -0.53  0.20
H -0.40 -4.25 -1.70  0.19
H 1.56 -0.40 -1.10  0.46
H 3.96 2.30 -1.62  0.23
H 3.56 0.65 -2.15  0.22
H 3.61 -0.13 0.22  0.22
H 3.99 1.51 0.75  0.22
H 5.74 -0.18 -1.10  0.23
H 6.14 1.43 -0.53  0.23
H 7.95 -0.61 1.58  0.50
H -4.30 -0.61 -0.84  0.21
H -3.25 -1.91 -0.28  0.24
H -4.71 -1.59 1.52  0.20
H -3.27 -0.70 2.02  0.20
H -5.75 0.52 0.73  0.19
H -5.45 0.46 2.46  0.21
H -4.90 2.65 1.68  0.20
H -3.39 1.85 2.14  0.20
H -4.41 1.95 -0.73  0.21
H -3.38 3.21 -0.05  0.22

Calculated values
spin multiplicity = 1
largest force on an atom = 0.9 eV Å⁻¹
total charge = 0
HOMO energy = -7.8348 eV
SMILES = COC(=O)c1c(NC(=O)CCCC(=O)O)sc2c1CCCCC2

***

C16H22Cl2F3FeN3O4SeSi as an isolated structure. Source: the Open Molecules 2025 dataset; level of theory: wB97M-V/def2-TZVPD.

Last column: natural (NBO) charge in e.
CARTESIAN COORDINATES (ANGSTROEM)
Fe 0.32 -0.10 0.56  1.19
Cl 5.57 4.14 -3.12  -0.04
C 4.61 3.07 -2.12  -0.10
C 5.16 2.58 -0.92  -0.20
C 4.43 1.73 -0.14  -0.12
Cl 5.11 1.10 1.33  0.00
C 3.07 1.35 -0.46  0.50
O 2.41 0.56 0.27  -0.79
C 2.56 1.91 -1.66  -0.32
C 1.19 1.67 -2.00  0.46
O 0.33 1.20 -1.28  -0.60
C 3.34 2.73 -2.49  -0.15
H 6.16 2.86 -0.63  0.23
H 0.90 2.00 -3.02  0.12
H 2.91 3.12 -3.40  0.22
N 1.80 -1.65 1.06  -0.84
C 1.26 -2.74 1.90  -0.23
C 0.26 -2.14 2.86  -0.23
N -0.73 -1.44 2.04  -0.80
H 2.21 -2.00 0.21  0.39
H 2.49 -1.10 1.55  0.41
H 2.03 -3.27 2.46  0.18
H 0.75 -3.45 1.25  0.21
H 0.74 -1.42 3.52  0.22
H -0.18 -2.93 3.48  0.19
H -1.48 -1.04 2.58  0.39
H -1.14 -2.09 1.37  0.42
Se 1.34 1.18 2.74  -0.21
C 0.30 1.18 4.27  0.03
N -0.31 1.18 5.26  -0.47
C -3.72 -0.89 0.23  -1.13
Si -2.92 0.72 -0.23  1.63
C -2.48 0.69 -2.04  -1.12
C -4.24 2.04 -0.03  -1.11
C -1.50 1.13 0.90  -1.03
H -4.54 -1.12 -0.46  0.23
H -4.14 -0.85 1.25  0.23
H -3.02 -1.73 0.20  0.25
H -3.35 0.39 -2.63  0.22
H -1.67 -0.01 -2.23  0.25
H -2.15 1.68 -2.37  0.23
H -5.07 1.83 -0.71  0.22
H -3.85 3.04 -0.26  0.23
H -4.63 2.05 1.00  0.23
H -1.67 0.99 1.97  0.21
H -0.96 2.06 0.70  0.22
F -0.29 -2.66 -3.28  -0.32
C -1.18 -3.09 -2.38  0.88
F -2.40 -2.66 -2.78  -0.33
F -1.19 -4.43 -2.42  -0.32
C -0.89 -2.58 -0.95  0.70
O -1.40 -3.24 -0.04  -0.69
O -0.14 -1.55 -0.92  -0.74

Calculated values
spin multiplicity = 2
largest force on an atom = 2.3 eV Å⁻¹
total charge = -1
HOMO energy (spin up / spin down) = -5.2110 / -5.2032 eV
<S²> = 0.909

***

C16H22F3MoO7PS as an isolated structure. Source: the Open Molecules 2025 dataset; level of theory: wB97M-V/def2-TZVPD.

Last column: natural (NBO) charge in e.
CARTESIAN COORDINATES (ANGSTROEM)
Mo 0.68 0.04 -0.57  0.93
C 2.50 0.12 -0.96  -0.62
H 2.96 -0.46 -1.77  0.19
H 3.21 0.74 -0.41  0.18
O -0.94 -3.49 -1.82  -0.59
C -0.52 -2.36 -1.77  0.77
O 0.32 -1.93 -0.84  -0.73
C -1.03 -1.28 -2.70  -0.12
C -0.32 -0.10 -2.87  -0.29
C -0.80 0.97 -3.65  -0.24
C -2.02 0.77 -4.23  0.31
O -2.73 1.62 -5.02  -0.48
C -3.97 0.97 -5.31  0.23
O -3.91 -0.35 -4.75  -0.47
C -2.73 -0.42 -4.07  0.25
C -2.27 -1.46 -3.31  -0.22
H 0.75 -0.04 -2.61  0.24
H -0.25 1.89 -3.76  0.25
H -4.09 0.89 -6.39  0.17
H -4.78 1.52 -4.85  0.17
H -2.82 -2.38 -3.17  0.26
C 2.17 -2.85 1.68  -0.62
C 2.59 -1.46 2.12  -0.72
P 1.34 -0.17 1.83  1.12
C -0.06 -0.62 2.92  -0.73
C 0.21 -0.61 4.42  -0.61
C 2.08 1.37 2.46  -0.73
C 3.09 1.25 3.60  -0.61
H 3.01 -3.54 1.79  0.22
H 1.84 -2.87 0.64  0.25
H 1.35 -3.23 2.29  0.21
H 3.48 -1.13 1.58  0.24
H 2.84 -1.45 3.18  0.23
H -0.37 -1.61 2.58  0.24
H -0.88 0.06 2.67  0.26
H 1.04 -1.26 4.69  0.20
H -0.67 -0.96 4.96  0.22
H 0.43 0.39 4.78  0.21
H 1.25 2.02 2.72  0.27
H 2.56 1.84 1.60  0.24
H 2.68 0.72 4.47  0.21
H 3.39 2.24 3.94  0.22
H 3.99 0.72 3.29  0.21
F -3.50 1.55 0.74  -0.30
C -2.49 1.47 -0.10  0.69
F -2.00 0.19 -0.02  -0.33
F -2.94 1.64 -1.34  -0.31
S -1.14 2.63 0.31  2.36
O -1.56 3.92 -0.13  -0.90
O -0.91 2.39 1.71  -0.96
O -0.05 2.06 -0.55  -0.97

Calculated values
spin multiplicity = 3
largest force on an atom = 0.6 eV Å⁻¹
total charge = 0
HOMO energy (spin up / spin down) = -8.1546 / -8.8181 eV
<S²> = 2.051

***

Number 1: M 367.4 g mol⁻¹. Number 2: M 291.3 g mol⁻¹. Number 3: M 339.4 g mol⁻¹. Number 4: M 611.2 g mol⁻¹. Number 5: M 542.3 g mol⁻¹.